Entry 1:
16
Properties=species:S:1:pos:R:3:lowdin_charge:R:1 method="wB97M-V/def2-TZVPD" energy_ev=-8178.2112 e_above_lowest_kcal_mol=13.07 lumo_ev=-7.342 homo_ev=-18.1 total_charge=+2
C 2.2913 0.6729 0.4842 -0.132
C -1.7272 -0.3780 -0.6470 -0.040
N 3.5214 1.1376 0.5488 0.241
N -2.1463 0.8609 -0.6570 0.119
N 1.9449 -0.5126 -0.0387 0.182
N -2.8364 -1.3281 -0.1062 0.138
H 1.3909 1.1064 0.7595 0.131
H 3.7580 2.0816 0.8417 0.166
H 4.1474 0.4324 0.2258 0.140
H -1.5409 1.5468 -0.9664 0.083
H -3.1200 1.2003 -0.3048 0.192
H 1.1548 -0.8950 0.4131 0.092
H 2.5671 -1.1002 -0.5900 0.151
H -3.4772 -1.7105 -0.8939 0.212
H -2.4735 -2.1894 0.2313 0.121
H -3.4543 -0.9252 0.6996 0.205

***

Entry 2:
57
Properties=species:S:1:pos:R:3:lowdin_charge:R:1 method="wB97M-V/def2-TZVPD" energy_ev=-32867.8399 e_above_lowest_kcal_mol=13.70 lumo_ev=0.598 homo_ev=-9.3
C -1.7977 -5.3200 0.0573 0.041
C -0.5612 -5.2892 -0.4314 -0.385
C -0.2733 -5.1948 -1.9022 -0.055
C 0.6491 -5.3108 0.4624 -0.070
C 1.2815 -3.9407 0.7155 -0.480
O 2.4714 -3.8204 0.9448 0.060
N 0.4130 -2.9023 0.7272 0.113
C 0.8447 -1.5475 1.0535 -0.233
C 1.3325 -0.7936 -0.1956 -0.056
C 0.2010 -0.1306 -0.9796 -0.249
C -0.9618 -1.0696 -1.3356 -0.096
C -1.9276 -0.9490 -0.1321 -0.097
C -1.1948 -0.0116 0.8415 -0.218
C -0.2394 -0.7482 1.8014 -0.266
C -0.9950 -1.5749 2.8354 -0.045
N -0.5157 0.8682 -0.1466 0.014
C 0.1906 1.9793 0.3512 -0.341
O 0.7692 2.0048 1.4146 0.120
C 0.2732 3.2043 -0.5857 -0.434
C 1.5335 3.0441 -1.4579 0.003
C -0.9761 3.3568 -1.4458 -0.011
N 0.4399 4.3402 0.3177 0.146
C 0.6257 5.6102 -0.1107 -0.570
O 0.5391 6.0087 -1.2524 0.082
O 0.9005 6.4175 0.9418 -0.033
C 1.0929 7.7915 0.5956 -0.053
H -1.9796 -5.4072 1.1222 0.068
H -2.6631 -5.2825 -0.5932 0.065
H 0.2547 -6.0894 -2.2408 0.086
H -1.1847 -5.0858 -2.4882 0.079
H 0.3857 -4.3486 -2.1152 0.079
H 0.4079 -5.7264 1.4432 0.128
H 1.4387 -5.9290 0.0339 0.126
H -0.5551 -3.1075 0.5496 0.092
H 1.6982 -1.6776 1.7198 0.150
H 2.0504 -0.0262 0.1054 0.123
H 1.8672 -1.4962 -0.8383 0.128
H 0.6062 0.3497 -1.8698 0.128
H -1.4460 -0.7217 -2.2469 0.112
H -0.6172 -2.0870 -1.5109 0.094
H -2.8687 -0.4982 -0.4422 0.114
H -2.1758 -1.9083 0.3231 0.093
H -1.8889 0.5919 1.4300 0.155
H 0.2974 0.0299 2.3381 0.127
H -1.6257 -2.3484 2.3938 0.066
H -0.2970 -2.0719 3.5110 0.089
H -1.6397 -0.9285 3.4340 0.085
H 1.4447 2.1995 -2.1391 0.072
H 1.6618 3.9497 -2.0486 0.086
H 2.4093 2.8992 -0.8246 0.097
H -1.0942 2.4854 -2.0878 0.080
H -1.8646 3.4404 -0.8192 0.094
H -0.8860 4.2517 -2.0573 0.080
H 0.7213 4.1221 1.2612 0.139
H 1.3085 8.2967 1.5323 0.090
H 1.9246 7.9004 -0.0980 0.092
H 0.1943 8.2015 0.1383 0.093

***

Entry 3:
15
Properties=species:S:1:pos:R:3:lowdin_charge:R:1 method="wB97M-V/def2-TZVPD" energy_ev=-7812.8930 e_above_lowest_kcal_mol=48.82 lumo_ev=-5.377 homo_ev=-15.4 total_charge=+1
C -0.6345 1.3057 1.9363 -0.045
C 1.0953 2.0288 0.4729 0.205
N 0.0444 1.2923 0.6383 -0.001
H -0.4508 0.5193 2.6689 0.101
H -0.3602 2.2935 2.4225 0.109
H -1.8251 1.2269 1.9227 0.148
H 0.9561 3.0095 0.9833 0.146
H 1.7563 1.7517 -0.2329 0.083
H -0.3813 0.5880 -0.0486 0.146
H 1.1371 -2.9356 -2.6712 0.130
H -0.2866 -3.5076 -2.5048 0.073
O 0.5255 -3.3880 -1.9654 -0.079
H -0.0613 -1.9596 -1.1146 -0.002
H -1.0496 -1.1192 -1.6498 0.074
O -0.4652 -1.1055 -0.8575 -0.087

***

Entry 4:
85
Properties=species:S:1:pos:R:3:lowdin_charge:R:1 method="wB97M-V/def2-TZVPD" energy_ev=-81695.9709 lumo_ev=-7.609 homo_ev=-12.8 total_charge=+2
W -0.6857 0.1966 0.1199 1.384
C -1.7351 -3.9205 5.4377 -0.022
C -1.2904 -2.8286 4.5064 -0.216
C -0.4969 -1.7779 4.9638 0.069
C -0.0634 -0.7535 4.1267 -0.068
C 0.6994 0.4270 4.6780 -0.297
O 0.1460 1.1343 5.4839 0.155
C 2.0900 0.6656 4.2151 -0.163
C 2.7128 1.8577 4.5852 -0.003
C 4.0443 2.0665 4.2680 -0.050
C 4.7599 1.0835 3.5926 -0.064
C 4.1427 -0.1038 3.2206 -0.080
C 2.8041 -0.3124 3.5256 -0.038
C -0.4675 -0.8181 2.8106 -0.228
O -0.1383 0.1978 1.9040 -0.262
C -1.2933 -1.8233 2.3203 -0.120
C -1.7030 -2.8347 3.1726 0.054
C -1.7231 -1.5576 0.9261 -0.293
N -0.9247 -1.7904 -0.1609 -0.117
C -0.0229 -2.9337 -0.3171 -0.287
C -0.7539 -4.2459 -0.5249 -0.488
Te -2.2988 -4.2741 -2.0035 1.335
C -3.8687 -3.7195 -0.7022 -0.572
C -3.8975 -4.1303 0.6275 -0.158
C -4.9365 -3.7380 1.4608 -0.076
C -5.9753 -2.9603 0.9661 -0.065
C -5.9737 -2.5866 -0.3702 -0.070
C -4.9205 -2.9553 -1.1971 -0.171
C -2.8344 -0.6290 0.6877 -0.250
C -3.1637 -0.2857 -0.6484 -0.109
C -3.9863 0.8099 -0.9141 -0.045
C -4.4673 1.5882 0.1201 -0.026
C -4.1445 1.2691 1.4408 -0.013
C -3.3280 0.1963 1.7302 0.016
H -1.2839 -3.8101 6.4214 0.088
H -1.4610 -4.9009 5.0462 0.094
H -2.8193 -3.9055 5.5610 0.095
H -0.2155 -1.7416 6.0100 0.145
H 2.1499 2.5922 5.1470 0.130
H 4.5342 2.9846 4.5653 0.119
H 5.8096 1.2360 3.3747 0.118
H 4.7159 -0.8800 2.7291 0.110
H 2.3315 -1.2561 3.2754 0.117
H -2.3633 -3.6156 2.8107 0.111
H 0.6053 -3.0072 0.5776 0.123
H 0.6279 -2.7093 -1.1616 0.105
H -1.1976 -4.5945 0.4067 0.036
H -0.0358 -5.0075 -0.8307 0.057
H -3.1330 -4.7924 1.0165 0.088
H -4.9539 -4.0729 2.4908 0.112
H -6.7948 -2.6731 1.6119 0.113
H -6.7958 -2.0083 -0.7727 0.115
H -4.9250 -2.6400 -2.2362 0.100
H -2.8753 -0.9596 -1.4399 0.092
H -4.2620 1.0317 -1.9377 0.132
H -5.1043 2.4376 -0.0888 0.130
H -4.5233 1.8788 2.2506 0.131
H -3.0630 -0.0214 2.7564 0.139
F -1.6564 4.4159 -4.5962 0.178
C -1.4761 3.9913 -3.3501 -0.610
F -0.4401 4.6578 -2.8209 0.152
F -2.5685 4.2975 -2.6345 0.151
C -1.2200 2.5048 -3.3080 -0.094
C -1.2084 1.7318 -4.4472 0.060
C -0.9823 0.3515 -4.3690 0.003
C -0.7669 -0.2144 -3.1397 -0.103
N -0.7635 0.5509 -2.0292 -0.197
C -0.9856 1.8740 -2.0821 -0.676
S -0.9726 2.5585 -0.4824 0.736
H -1.3828 2.1974 -5.4096 0.144
H -0.9894 -0.2618 -5.2585 0.128
H -0.6306 -1.2784 -2.9909 0.100
C 3.2818 -1.0150 -0.2064 -0.272
Sb 1.9964 0.6511 -0.4013 1.371
C 2.7942 2.1589 0.8308 -0.250
C 2.3893 1.3182 -2.3647 -0.255
H 4.3024 -0.6543 -0.0864 0.027
H 3.2150 -1.6148 -1.1133 0.018
H 3.0095 -1.6204 0.6549 0.001
H 3.8789 2.0725 0.8221 0.030
H 2.4307 2.0491 1.8497 -0.002
H 2.4886 3.1205 0.4236 0.027
H 3.4575 1.5134 -2.4509 0.035
H 1.8437 2.2401 -2.5598 0.018
H 2.1046 0.5568 -3.0880 0.017

***

Entry 5:
66
Properties=species:S:1:pos:R:3:lowdin_charge:R:1 method="wB97M-V/def2-TZVPD" energy_ev=-43197.6590 e_above_lowest_kcal_mol=498.58 lumo_ev=0.023 homo_ev=-8.1
C 5.5846 2.4371 0.6381 -0.050
C 4.2519 2.1194 0.2577 -0.257
C 3.9058 1.3319 -0.7608 -0.014
C 2.4575 0.9366 -1.0086 -0.044
N 2.0707 -0.1069 -2.1037 0.243
C 0.7111 -0.4097 -2.2062 -0.475
O 0.4875 -1.3287 -2.9185 0.078
C -0.3075 0.4037 -1.6538 -0.225
C -0.0199 1.3108 -0.6713 0.086
C 1.4256 1.5534 -0.2495 -0.033
C 1.6909 2.7186 0.7858 -0.237
C 2.9839 2.8514 0.8959 0.026
H 3.3958 3.2709 1.6593 0.047
C 0.7332 3.3237 1.6094 -0.027
H 1.1729 3.9157 2.1333 -0.015
H -0.0322 3.7635 1.0508 0.081
H 0.1485 2.3733 2.2073 0.154
H -0.7824 1.7465 0.0459 0.103
C -1.5831 0.1413 -2.0561 -0.051
N -2.8132 0.2067 -0.9480 -0.091
C -3.3423 1.4933 -0.9316 -0.328
H -3.5692 1.7755 0.3805 0.179
C -4.6218 1.8412 -1.5443 -0.431
O -5.1386 3.1006 -1.3040 -0.128
H -4.3869 3.8208 -2.0230 0.275
H -4.3912 1.4818 -2.6682 0.146
H -5.4017 0.9198 -1.1934 0.161
H -2.5394 2.4043 -1.2342 0.162
C -2.8679 -0.8174 0.1453 -0.200
C -1.9572 -0.3672 1.2846 -0.250
N -2.0784 0.9371 1.7852 0.104
N -1.2206 0.7908 2.6829 -0.150
N -0.5220 -0.2369 2.8545 0.109
N -1.0443 -1.1708 1.8213 -0.019
C -0.5259 -2.4248 1.6113 -0.106
C 0.8795 -2.1025 0.9329 -0.066
C 1.0617 -2.9861 -0.4653 0.005
C 2.2651 -2.9467 -0.6560 -0.173
C 3.2694 -2.1922 -0.3278 -0.264
C 3.0010 -1.4083 0.9319 -0.027
C 1.9621 -1.6532 1.6146 -0.112
H 1.5802 -0.9597 2.6120 0.188
H 3.8370 -1.0160 1.2849 0.075
F 4.4379 -2.3247 -0.9376 0.096
H 2.3229 -3.4255 -1.9243 0.225
H 0.3838 -3.6171 -0.7526 0.060
H -0.2794 -2.9381 2.6308 0.171
H -1.0856 -3.0823 1.0690 0.080
H -2.3008 -1.6070 -0.4544 0.163
C -4.3662 -1.0561 0.5137 -0.420
C -4.2298 -1.9795 1.6456 -0.097
H -3.6995 -2.9154 1.4495 0.085
H -3.6198 -1.4785 2.4570 0.098
H -5.2167 -2.3588 2.0474 0.108
C -4.8398 -1.8629 -0.5834 -0.106
H -4.7970 -1.1101 -1.3949 0.062
H -4.5689 -2.8481 -0.9465 0.091
H -6.0966 -1.8917 -0.4257 0.158
H -4.7114 -0.0902 0.7372 0.124
H -1.5048 -1.0108 -2.0669 0.147
H -1.8542 0.5866 -2.9503 0.116
H 2.8336 -0.3964 -2.3809 0.011
H 4.5531 0.7487 -1.3850 0.100
H 5.6103 3.4336 0.3747 0.072
H 6.2184 1.6624 0.0411 0.135
H 5.7760 2.2622 1.6536 0.073

***

Entry 6:
53
Properties=species:S:1:pos:R:3:lowdin_charge:R:1 method="wB97M-V/def2-TZVPD" energy_ev=-57610.5842 e_above_lowest_kcal_mol=29.00 lumo_ev=0.087 homo_ev=-7.6
C 4.4863 4.7236 -0.2853 -0.101
O 3.9087 3.5176 0.1443 -0.187
C 4.3193 2.4163 -0.6228 -0.181
C 3.6819 1.1537 -0.1223 -0.111
C 2.8275 1.1437 0.9661 0.053
C 2.2687 -0.0615 1.3910 -0.272
C 1.3322 -0.1455 2.5475 -0.006
N 2.5405 -1.2006 0.7735 0.100
C 3.3435 -1.2152 -0.2692 -0.509
S 3.5843 -2.7785 -1.0321 1.002
C 2.6859 -3.8193 0.1598 -0.345
C 1.2908 -3.3144 0.5224 -0.565
O 0.8547 -3.4591 1.6412 0.053
N 0.6034 -2.8269 -0.5429 0.108
C -0.6398 -2.1918 -0.5490 -0.219
C -1.4801 -2.1460 0.5571 -0.005
C -2.6854 -1.4789 0.4838 -0.006
C -3.1272 -0.8413 -0.6817 -0.254
N -4.3622 -0.2162 -0.7805 -0.117
C -4.4460 1.1705 -1.2023 -0.167
C -4.4638 2.0985 0.0200 -0.186
O -5.5314 1.7917 0.8880 -0.132
C -5.4400 0.4604 1.3450 -0.191
C -5.4175 -0.5203 0.1639 -0.139
C -2.2818 -0.9484 -1.7981 -0.565
Cl -2.7637 -0.3405 -3.3509 0.724
C -1.0607 -1.5878 -1.7307 -0.051
C 3.9559 -0.0591 -0.7751 -0.190
C 4.8099 -0.1152 -1.8927 -0.228
N 5.5059 -0.1528 -2.8040 0.190
H 4.1029 5.5010 0.3719 0.092
H 5.5802 4.6886 -0.2131 0.092
H 4.2092 4.9500 -1.3221 0.092
H 4.0511 2.5626 -1.6841 0.146
H 5.4176 2.3065 -0.5844 0.146
H 2.6049 2.0675 1.4726 0.124
H 0.4437 0.4522 2.3505 0.089
H 1.8071 0.2414 3.4470 0.087
H 1.0433 -1.1813 2.7025 0.069
H 2.6161 -4.8011 -0.3112 0.089
H 3.2746 -3.8978 1.0730 0.091
H 1.1080 -2.7783 -1.4200 0.105
H -1.1796 -2.6224 1.4745 0.103
H -3.3023 -1.4526 1.3676 0.102
H -3.6026 1.4318 -1.8367 0.076
H -5.3753 1.3007 -1.7673 0.131
H -4.6098 3.1355 -0.2865 0.126
H -3.5058 2.0094 0.5585 0.129
H -6.3183 0.2917 1.9704 0.126
H -4.5320 0.3446 1.9571 0.117
H -5.3232 -1.5489 0.5106 0.124
H -6.3654 -0.4208 -0.3784 0.130
H -0.4442 -1.6368 -2.6162 0.110

***

Entry 7:
7
Properties=species:S:1:pos:R:3:lowdin_charge:R:1 method="wB97M-V/def2-TZVPD" energy_ev=-13919.0775 e_above_lowest_kcal_mol=7.16 lumo_ev=0.596 homo_ev=-10.1
N 2.3691 1.1973 0.1140 0.074
C 1.6594 0.3143 -0.0719 -0.551
P 0.6270 -1.0971 -0.0610 0.888
C -0.9707 -0.1290 -0.6496 -0.192
C -0.8558 -0.2253 0.6449 -0.292
H -1.6274 -0.0894 -1.5040 0.062
H -1.2017 0.0294 1.5276 0.009

***

Entry 8:
71
Properties=species:S:1:pos:R:3:lowdin_charge:R:1 method="wB97M-V/def2-TZVPD" energy_ev=-78601.2197 lumo_ev=-4.105 homo_ev=-10.0 total_charge=+1
C 0.5858 -1.2980 -0.0339 -0.152
C 0.5641 0.3078 0.0524 -0.406
P 1.9422 1.1582 -0.9444 1.015
C 1.1921 2.8722 -1.3712 -0.255
N 2.3253 0.2650 -2.4357 -0.171
C 3.7392 0.1018 -2.7170 -0.298
N 4.8080 0.5503 -2.0423 0.036
P 6.4825 0.2932 -2.5851 0.634
O 7.2440 1.5576 -2.1330 -0.328
O 6.5500 0.2800 -4.2781 -0.165
O 7.1912 -1.0466 -1.8440 -0.157
N 3.7280 -0.6697 -3.9254 0.173
C 2.4011 -0.9462 -4.3759 -0.013
C 2.0456 -1.7854 -5.6651 -0.256
F 0.7599 -1.5392 -6.1887 0.076
F 2.0845 -3.1860 -5.3726 0.068
C 3.0826 -1.5737 -6.8834 -0.176
F 3.0157 -0.2241 -7.2915 0.039
F 2.6373 -2.3502 -7.9930 0.044
N 1.5764 -0.3099 -3.3974 -0.049
C 0.0903 -0.3030 -3.4682 -0.068
C -0.3384 0.7875 -4.5843 -0.051
C -1.0142 2.0989 -3.9904 -0.417
O -0.4360 3.1856 -4.1043 0.091
O -2.3041 1.9313 -3.3872 0.046
H 1.4804 -1.6112 -0.6627 0.054
H 0.6323 -1.7446 1.0237 0.088
H -0.4154 -1.6657 -0.4683 0.088
H -0.4562 0.6625 -0.3538 0.076
H 0.5955 0.6710 1.1378 0.081
H 1.5475 3.5578 -0.5242 0.061
H 0.0641 2.8397 -1.4914 0.042
H 1.7362 3.2415 -2.3130 0.059
H 4.7103 1.0936 -1.1747 0.107
H 7.4989 0.2133 -4.5504 0.103
H 8.1630 -0.8537 -1.8671 0.101
H 4.1493 -1.8714 -6.5905 0.187
H -0.2557 -1.3525 -3.7879 0.155
H -0.4390 -0.0468 -2.4983 0.119
H 0.6224 1.1076 -5.1282 0.138
H -0.9798 0.2451 -5.3569 0.132
H -2.8084 1.4310 -4.0785 0.129
O -2.4717 -0.5664 2.2234 -0.333
P -3.2624 -0.1338 3.4730 0.751
N -2.0842 0.9847 4.0198 -0.364
C -0.7671 0.6398 4.5008 -0.122
C -2.0026 2.1872 3.1932 -0.144
N -3.1849 -1.6774 4.2170 -0.330
C -2.4107 -2.0444 5.3824 -0.130
C -3.2592 -2.8323 3.3173 -0.143
N -4.2482 0.3688 4.8495 -0.304
C -3.8910 1.2018 5.9835 -0.108
C -5.5183 -0.3253 5.0406 -0.134
H -0.3541 1.4816 5.0760 0.090
H -0.0673 0.3947 3.6915 0.072
H -0.7731 -0.1791 5.2122 0.053
H -2.9907 2.6458 3.0925 0.079
H -1.6233 1.9621 2.1882 0.059
H -1.3526 2.9418 3.6450 0.082
H -1.3657 -2.2499 5.1294 0.083
H -2.8200 -2.9518 5.8428 0.087
H -2.4499 -1.2905 6.1669 0.066
H -2.2895 -3.0579 2.8665 0.073
H -3.9825 -2.6500 2.5192 0.071
H -3.6115 -3.7207 3.8505 0.082
H -3.1441 0.7278 6.6250 0.078
H -4.7604 1.4187 6.6133 0.085
H -3.5200 2.1793 5.6715 0.079
H -5.4301 -1.1067 5.8008 0.087
H -5.8530 -0.7903 4.1103 0.074
H -6.3103 0.3676 5.3419 0.081

***

Values for max |F|, eV Å⁻¹, ordered as above
5.04 0.88 5.12 1.13 15.87 1.17 5.53 7.17